# 1
74
Properties=species:S:1:pos:R:3 method="wB97M-V/def2-TZVPD" homo_lumo_gap_ev=9.08 smiles="CCCCNN(C[C@H](C)Cl)[C@H](CNC)[C@](CC)(O[C@@](CC=O)(B(O)CC)P(O)Cl)C(F)(F)C(F)(F)F" lumo_energy_ev=0.42 spin_multiplicity=1
C 1.079 -4.374 3.037
C 1.230 -4.537 1.518
C 1.712 -3.292 0.772
C 1.090 -1.983 1.216
N 1.739 -0.831 0.603
N 0.914 0.346 0.648
C 1.368 1.090 1.829
C 0.370 2.094 2.445
C 1.062 3.435 2.792
Cl -0.230 1.431 4.042
C 1.090 1.035 -0.648
C 1.578 2.493 -0.592
N 3.066 2.517 -0.480
C 3.661 3.361 -1.517
C -0.103 0.736 -1.667
C -0.982 1.940 -2.021
C -1.560 2.804 -0.884
O -0.728 -0.458 -1.290
C -2.108 -0.678 -1.124
C -2.164 -2.126 -0.488
C -1.189 -3.091 -1.138
O -0.884 -4.124 -0.675
B -2.924 0.092 0.030
O -4.241 0.490 -0.192
C -2.360 0.383 1.470
C -3.365 -0.276 2.506
P -3.232 -0.993 -2.635
O -2.172 -1.385 -3.823
Cl -4.108 0.795 -3.297
C 0.630 0.436 -3.023
F 1.568 1.364 -3.271
F -0.198 0.571 -4.064
C 1.309 -0.965 -3.189
F 2.488 -0.776 -3.796
F 0.649 -1.752 -3.999
F 1.571 -1.618 -2.090
H 1.909 -3.837 3.494
H 0.870 -5.317 3.532
H 0.186 -3.766 3.216
H 0.304 -4.963 1.132
H 1.992 -5.306 1.362
H 1.628 -3.470 -0.299
H 2.789 -3.208 0.955
H 1.242 -1.916 2.307
H 0.016 -1.894 1.062
H 2.654 -0.630 0.994
H 1.500 0.352 2.617
H 2.370 1.523 1.747
H -0.522 2.249 1.857
H 0.803 3.767 3.791
H 2.145 3.355 2.755
H 0.700 4.203 2.108
H 1.947 0.545 -1.098
H 1.103 3.109 0.171
H 1.390 3.015 -1.524
H 3.306 2.898 0.427
H 3.206 4.356 -1.599
H 3.679 2.843 -2.470
H 4.705 3.525 -1.242
H -0.393 2.599 -2.651
H -1.813 1.654 -2.660
H -2.608 2.568 -0.701
H -0.992 2.817 0.040
H -1.580 3.837 -1.233
H -2.063 -2.077 0.598
H -3.155 -2.564 -0.640
H -0.797 -2.816 -2.135
H -4.874 -0.193 0.070
H -1.387 -0.045 1.682
H -2.434 1.457 1.631
H -3.847 0.517 3.069
H -2.792 -0.863 3.218
H -4.146 -0.869 2.034
H -2.669 -1.608 -4.624



# 2
75
Properties=species:S:1:pos:R:3 method="wB97M-V/def2-TZVPD" homo_lumo_gap_ev=8.10 total_charge=+1 lumo_energy_ev=-3.36 spin_multiplicity=1
C 5.576 -0.280 -1.040
C 5.521 0.956 -1.948
C 4.641 0.777 -3.194
C 3.221 0.271 -2.953
C 2.363 1.159 -2.015
N 1.807 0.378 -0.881
C 2.210 0.521 0.360
Cl 3.374 1.551 0.968
N 1.582 -0.306 1.205
C 0.758 -1.002 0.441
N 0.001 -1.953 0.965
B -0.967 -2.938 0.369
O -0.548 -4.082 -0.210
O -2.275 -2.645 0.501
N 0.820 -0.599 -0.889
S -0.003 -1.039 -2.296
O 0.100 -2.425 -2.557
O 0.423 -0.251 -3.397
C -1.807 -0.554 -2.033
F -1.971 0.007 -0.841
F -2.533 -1.657 -2.158
F -2.150 0.284 -2.995
H 6.349 -0.948 -1.398
H 4.620 -0.793 -0.959
H 5.798 0.050 -0.029
H 5.199 1.862 -1.433
H 6.532 1.158 -2.289
H 5.132 0.017 -3.804
H 4.642 1.687 -3.791
H 2.723 0.285 -3.915
H 3.226 -0.764 -2.623
H 2.927 2.017 -1.674
H 1.519 1.549 -2.572
H 0.105 -2.028 1.976
H 0.286 -4.401 0.145
H -2.794 -3.305 0.024
C 1.062 2.049 -6.516
C 0.432 3.437 -6.498
C 1.050 4.041 -5.245
O 2.346 3.445 -5.100
C 2.463 2.336 -5.997
H 1.063 1.578 -7.497
H 0.533 1.392 -5.820
H 0.744 3.998 -7.381
H -0.657 3.427 -6.470
H 0.459 3.794 -4.354
H 1.154 5.124 -5.302
H 3.138 2.620 -6.810
H 2.900 1.487 -5.468
C -2.365 -3.567 5.562
C -3.045 -3.134 4.265
C -1.931 -2.375 3.573
O -0.692 -2.981 3.987
C -0.946 -3.865 5.091
H -2.837 -4.422 6.041
H -2.360 -2.737 6.272
H -3.321 -4.015 3.679
H -3.937 -2.529 4.414
H -1.917 -1.325 3.881
H -1.993 -2.423 2.490
H -0.856 -4.895 4.733
H -0.198 -3.701 5.865
C -4.263 2.222 5.905
C -4.918 2.376 4.537
C -4.214 1.293 3.732
O -3.886 0.246 4.652
C -4.081 0.714 5.994
H -4.855 2.625 6.724
H -3.290 2.719 5.910
H -5.985 2.156 4.609
H -4.804 3.368 4.104
H -3.281 1.668 3.293
H -4.836 0.890 2.932
H -4.975 0.230 6.398
H -3.225 0.427 6.605



# 3
82
Properties=species:S:1:pos:R:3 method="wB97M-V/def2-TZVPD" homo_lumo_gap_ev=8.81 smiles="O=C(F)C[C@@H]1OS(=O)(=O)O[C@@]1([PH2]=S)P(O)Br.CCOC(=O)OC.CCOC(=O)OC.CCOC(=O)OC.CCOC(=O)OC" lumo_energy_ev=-0.54 spin_multiplicity=1
O 0.211 -2.003 -4.000
C -0.199 -3.098 -4.301
F 0.554 -4.182 -4.115
C -1.549 -3.373 -4.876
C -2.229 -4.516 -4.138
O -1.749 -5.780 -4.590
S -2.863 -6.707 -5.260
O -2.457 -6.942 -6.585
O -3.219 -7.814 -4.469
O -4.050 -5.625 -5.142
C -3.769 -4.618 -4.214
P -4.731 -3.136 -4.830
S -6.528 -3.577 -5.424
P -4.417 -4.922 -2.426
O -3.411 -6.082 -1.919
Br -3.549 -3.119 -1.394
H -2.092 -2.450 -4.789
H -1.397 -3.657 -5.908
H -1.854 -4.481 -3.127
H -4.800 -2.206 -3.786
H -4.004 -2.581 -5.896
H -2.569 -5.732 -1.614
C 2.596 -1.417 -2.151
C 1.709 -0.397 -1.475
O 1.746 -0.518 -0.044
C 2.817 0.005 0.547
O 3.722 0.575 0.005
O 2.703 -0.216 1.856
C 3.817 0.231 2.634
H 2.349 -2.425 -1.816
H 2.475 -1.368 -3.228
H 3.646 -1.246 -1.912
H 0.671 -0.565 -1.755
H 1.969 0.619 -1.771
H 4.041 1.275 2.431
H 4.689 -0.388 2.431
H 3.529 0.121 3.675
C -1.778 2.432 6.493
C -1.601 0.999 6.944
O -1.693 0.079 5.846
C -0.609 -0.005 5.083
O 0.422 0.593 5.248
O -0.855 -0.872 4.108
C 0.218 -1.010 3.168
H -2.708 2.544 5.935
H -1.799 3.104 7.350
H -0.965 2.737 5.837
H -2.401 0.719 7.626
H -0.657 0.859 7.469
H 1.153 -1.235 3.670
H 0.318 -0.105 2.578
H -0.040 -1.835 2.511
C -1.442 8.776 9.857
C -1.249 7.330 10.258
O -1.349 6.448 9.130
C -0.273 6.396 8.352
O 0.755 6.991 8.521
O -0.534 5.563 7.346
C 0.519 5.465 6.383
H -2.381 8.899 9.317
H -1.459 9.415 10.740
H -0.639 9.113 9.204
H -2.039 7.020 10.938
H -0.297 7.179 10.765
H 1.465 5.225 6.862
H 0.606 6.395 5.825
H 0.247 4.663 5.705
C 3.949 -1.604 -5.960
C 2.931 -0.484 -5.943
O 2.863 0.184 -7.211
C 2.166 -0.455 -8.144
O 1.578 -1.495 -8.003
O 2.218 0.262 -9.262
C 1.557 -0.337 -10.379
H 4.919 -1.231 -6.290
H 4.058 -2.034 -4.964
H 3.650 -2.396 -6.645
H 3.231 0.278 -5.226
H 1.944 -0.841 -5.652
H 0.532 -0.601 -10.130
H 2.101 -1.220 -10.709
H 1.556 0.403 -11.172



# 4
65
Properties=species:S:1:pos:R:3 method="wB97M-V/def2-TZVPD" homo_lumo_gap_ev="5.61 / 6.58" total_charge=+4 lumo_energy_ev="-14.45 / -15.59" spin_multiplicity=4
P 0.246 3.063 -0.424
C -1.093 3.886 0.472
H -0.889 4.964 0.444
H -1.133 3.507 1.500
H -2.019 3.635 -0.064
C 1.755 3.923 0.101
H 2.521 3.849 -0.680
H 2.101 3.411 1.010
H 1.459 4.956 0.301
C -0.053 3.698 -2.118
H 0.327 4.726 -2.167
H -1.134 3.643 -2.311
H 0.469 3.050 -2.834
P -1.637 -1.945 -2.621
C -3.431 -2.022 -2.244
H -3.965 -2.646 -2.980
H -3.824 -0.991 -2.253
H -3.538 -2.456 -1.234
C -1.567 -1.378 -4.364
H -0.589 -1.612 -4.806
H -1.722 -0.290 -4.423
H -2.359 -1.884 -4.935
C -1.166 -3.708 -2.696
H -1.546 -4.152 -3.629
H -1.588 -4.227 -1.824
H -0.073 -3.793 -2.663
P 1.377 -1.547 2.145
C 0.216 -1.964 3.477
H 0.760 -2.341 4.356
H -0.477 -2.727 3.107
H -0.334 -1.052 3.723
C 2.196 -3.187 1.940
H 2.291 -3.658 2.930
H 3.181 -3.075 1.470
H 1.553 -3.803 1.292
C 2.658 -0.561 3.007
H 3.172 -1.200 3.743
H 2.152 0.285 3.489
H 3.366 -0.186 2.256
Re 0.409 -0.582 -0.696
C -1.140 0.478 -1.219
O -2.082 1.185 -1.422
C -0.643 -2.009 0.143
O -1.300 -2.804 0.725
C 2.159 -1.791 -1.275
C 2.940 -0.940 -0.472
C 2.893 0.443 -0.647
C 2.213 0.961 -1.745
C 1.387 0.136 -2.532
C 1.395 -1.282 -2.354
H 2.196 -2.867 -1.150
H 3.544 -1.350 0.321
H 3.315 1.090 0.125
H 2.271 2.022 -1.961
H 0.841 0.606 -3.341
H 1.016 -1.930 -3.128
C -3.112 1.888 3.451
C -1.703 1.457 3.885
C -0.820 1.196 2.772
N -0.001 1.159 1.934
H -3.136 2.754 2.765
H -3.656 2.129 4.377
H -3.607 1.027 2.972
H -1.206 2.265 4.453
H -1.838 0.567 4.528



Max |F| (eV/Å)
2.76 3.15 2.57 6.68